The following is a DFT calculation (the ωB97M-V functional and the def2-TZVPD basis) of C59H57F9N3O5P3Si2V as an isolated structure.

⟨S²⟩: 3.7844
Kohn-Sham gap (alpha / beta), eV: 5.557 / 7.050
2S+1: 4

```
139
Properties=species:S:1:pos:R:3:forces:R:3
V -1.3357 0.7766 -0.3030 1.4 4.1 2.5
P -0.9252 -1.2171 2.8079 0.0 -0.9 0.8
P 0.6367 2.6656 -0.3347 -0.6 -0.1 -1.0
P 0.8508 0.6181 -2.7271 -0.7 0.5 0.2
Si 0.9068 -2.0606 -3.9641 0.0 -0.2 -0.2
Si 0.6390 2.6012 2.6952 -0.1 -0.2 0.7
F -6.9665 -1.4552 0.1717 0.1 0.0 0.1
F -0.5277 -4.3136 8.7338 0.0 0.1 0.0
F -0.4205 -2.2942 9.4956 0.0 0.0 -0.1
F -2.3421 -3.2235 9.1527 0.0 0.0 -0.1
F -6.5297 -3.5334 -0.2173 0.1 0.0 0.1
F 2.8588 -6.6410 1.2237 -0.1 0.1 0.0
F -7.3891 -2.9415 1.6764 0.1 0.0 0.0
F 4.2710 -5.4016 2.2872 -0.1 0.1 0.0
F 3.9474 -5.0927 0.1780 -0.1 0.1 0.0
O -0.0765 -2.9275 -0.8653 -0.1 0.4 0.0
O -2.5186 1.0452 1.7386 0.2 -0.3 -0.1
O -2.8765 2.0642 -0.7803 -0.4 0.1 0.2
O -4.8356 2.1410 -1.9293 0.0 -0.1 -0.2
O -0.3901 -0.9013 -0.0094 0.4 -1.8 -0.1
N 0.2667 -0.8559 -2.9075 0.6 -0.2 -0.3
N -2.3463 -0.2945 -1.3996 -1.7 -2.5 -1.9
N 0.0748 2.2253 1.1064 0.1 -0.2 0.1
C -0.4617 -3.3298 -4.3591 0.2 0.2 0.1
C -3.4869 0.1687 -1.9781 -0.4 0.9 0.1
C 0.5608 1.5589 -4.2723 0.1 -0.2 0.2
C -1.6676 5.8110 -1.6125 0.0 0.0 0.0
C -3.6774 -1.2748 2.8554 0.0 0.0 -0.1
C -5.1169 -2.3859 1.3029 0.0 -0.2 0.0
C -1.1359 2.6081 -5.6300 0.0 0.0 0.0
C 0.5393 5.4232 0.0160 -0.1 0.0 -0.1
C -1.1167 4.5424 -1.4893 0.1 0.0 -0.1
C 4.9701 1.1060 -2.7327 0.1 0.1 -0.1
C -1.0765 -1.7736 4.5771 0.0 0.2 0.0
C 2.9946 3.9776 -1.1435 0.0 0.0 0.0
C 1.4706 1.7026 -5.3141 -0.1 0.1 0.0
C 2.2342 -4.3944 1.6581 0.0 0.0 -0.1
C 2.4292 2.9647 -0.3736 -0.1 -0.2 0.1
C -0.0160 6.6859 -0.1013 0.1 0.0 0.1
C 2.3144 -3.1130 -3.2299 -0.3 0.2 -0.1
C 1.4929 -2.1239 1.7724 0.0 0.0 0.0
C 0.2932 -2.5340 2.3497 -0.2 0.1 -0.1
C -1.9490 -1.5573 -1.5910 -1.4 -0.1 -0.8
C -3.8791 -1.9810 -2.9407 -0.4 0.5 -0.1
C -6.4895 -2.5868 0.7369 -0.3 0.0 -0.1
C 3.6307 1.3728 -2.9774 0.1 0.0 0.1
C 2.4650 -3.0448 1.4303 0.0 -0.1 0.1
C -4.9491 -1.5356 2.3933 0.0 0.0 0.0
C -1.9498 -2.7740 5.0058 0.0 0.0 0.1
C -2.7519 -2.7857 1.2398 0.0 0.1 0.2
C 3.3150 -5.3812 1.3308 0.3 -0.2 0.1
C 2.6529 0.5363 -2.4528 -0.3 -0.2 0.1
C -4.0274 -3.0260 0.7432 -0.2 0.0 0.0
C 3.0294 -0.5224 -1.6254 0.1 0.1 0.0
C 1.0433 -4.8196 2.2271 0.0 -0.1 0.0
C -0.0093 4.3427 -0.6750 0.1 -0.1 0.1
C 0.0072 1.4722 -1.4508 1.6 0.4 -0.3
C 5.3403 0.0170 -1.9593 0.0 0.0 0.0
C -1.1243 6.8785 -0.9147 -0.1 0.0 0.0
C 0.0821 -3.8881 2.5842 0.1 0.0 -0.1
C -0.2111 2.7818 -6.6514 0.0 0.0 0.0
C -2.5577 -1.8751 2.2672 0.2 0.1 -0.2
C -1.9694 -3.1742 6.3297 0.1 0.0 0.0
C -1.1042 -2.5844 7.2424 0.0 0.0 0.0
C 1.5118 -1.5030 -5.6727 -0.1 0.1 0.3
C -0.2351 -1.5842 6.8389 0.0 -0.1 0.0
C -1.0976 -3.0911 8.6528 0.0 -0.1 0.2
C -2.7024 -2.4508 -2.3279 0.8 0.0 0.7
C -0.2334 -1.1813 5.5129 0.0 0.0 -0.1
C 4.3550 4.2241 -1.0656 0.0 0.1 -0.1
C 1.5844 4.2183 3.0138 -0.3 -0.2 -0.4
C -3.7111 1.5057 -1.5536 -0.2 -0.3 -0.2
C 1.0861 2.3211 -6.4950 0.0 0.0 -0.1
C 3.2428 2.1702 0.4256 -0.1 0.1 -0.1
C -0.7203 -1.7666 -0.8377 0.9 -0.5 0.3
C 4.3668 -0.7857 -1.3868 0.0 0.0 0.1
C -0.8857 2.6267 3.8377 0.4 0.0 -0.1
C 5.1550 3.4619 -0.2281 0.0 -0.1 0.0
C 4.6010 2.4263 0.5098 0.1 -0.1 0.0
C 1.8079 1.3015 3.4583 -0.2 0.2 -0.3
C -4.2772 -0.6743 -2.7837 0.2 -0.4 -0.1
C -0.7506 2.0012 -4.4460 0.0 0.0 -0.1
H 2.3714 4.5844 -1.7879 0.0 0.0 0.0
H 2.2531 -1.1431 -1.1925 0.1 -0.1 0.0
H 0.8704 -5.8736 2.3945 0.0 0.0 0.0
H 0.4339 -1.1238 7.5525 0.0 0.0 0.0
H -3.2166 1.7095 1.7561 0.1 0.1 -0.3
H -5.8089 -1.0754 2.8623 0.0 0.0 0.0
H -0.2430 -3.3518 -1.7225 0.0 -0.1 0.0
H 0.4374 -0.3947 5.1964 0.1 0.1 0.0
H 4.6594 -1.6277 -0.7721 0.0 0.0 0.0
H 1.7984 2.4214 -7.3037 0.0 0.0 0.0
H 1.8596 4.2527 4.0691 0.0 -0.1 0.1
H 5.7313 1.7508 -3.1522 0.0 0.0 0.0
H -2.1576 2.9375 -5.7669 0.0 0.0 0.0
H -1.9091 -3.3187 0.8231 0.0 0.0 -0.1
H -3.5352 -0.5878 3.6798 0.0 0.0 0.0
H -0.5881 -4.0943 -3.5868 -0.1 -0.1 0.0
H -0.6218 3.1084 4.7805 0.0 0.0 0.1
H -4.1726 -3.7044 -0.0846 0.0 0.0 0.0
H -1.5690 7.8612 -0.9975 0.0 0.0 0.0
H 1.4073 5.2611 0.6394 0.0 0.1 0.0
H -2.5229 5.9686 -2.2578 0.0 0.0 0.0
H 1.6484 -1.0751 1.5603 0.0 0.0 0.0
H 1.6261 -2.3774 -6.3147 0.0 -0.1 0.0
H -2.4041 -3.4843 -2.4137 0.0 0.0 -0.1
H 2.4781 -1.0001 -5.6302 0.0 0.0 0.0
H -2.6536 -3.9448 6.6585 0.0 0.0 0.0
H 3.3968 -2.7222 0.9856 0.0 0.0 0.0
H -0.1801 -3.8675 -5.2651 0.1 -0.1 0.0
H -1.4280 -2.8655 -4.5446 0.0 0.1 0.0
H 4.7929 5.0155 -1.6598 0.0 0.0 0.0
H 2.8444 1.4279 3.1449 0.0 0.0 0.0
H -2.6256 -3.2499 4.3092 0.0 0.0 0.0
H -1.6724 1.5357 1.7752 -0.1 0.4 0.5
H 3.2585 -2.5726 -3.1813 0.0 0.0 0.0
H 0.4184 7.5164 0.4403 0.0 0.0 0.0
H 3.3552 2.2366 -3.5652 0.0 0.0 0.0
H 5.2293 1.8224 1.1514 0.0 0.0 0.0
H 2.4740 1.3134 -5.2238 0.0 0.0 0.0
H 1.5022 0.2866 3.2139 0.0 -0.1 0.0
H 6.3877 -0.2027 -1.7971 0.0 0.0 0.0
H 2.0835 -3.4649 -2.2225 0.0 0.0 0.1
H -0.8343 -4.2271 3.0481 0.0 0.0 0.0
H -4.4667 -2.6585 -3.5443 -0.1 0.0 0.0
H -1.7265 3.1796 3.4169 0.0 0.1 0.0
H 0.7997 -0.8283 -6.1480 0.0 0.0 0.0
H -1.5355 3.6971 -2.0193 0.0 0.0 0.0
H -1.4662 1.8409 -3.6460 0.0 0.1 0.0
H -0.5045 3.2649 -7.5741 0.0 0.0 0.0
H 2.5071 4.2689 2.4323 0.0 0.0 0.0
H 2.7850 1.3661 0.9860 0.1 -0.1 0.0
H 6.2171 3.6588 -0.1694 0.0 0.0 0.0
H -4.8546 3.0105 -1.5099 0.1 0.0 0.0
H 2.4733 -3.9926 -3.8571 0.0 0.0 -0.1
H -5.1719 -0.2903 -3.2497 0.0 0.0 0.0
H 0.9940 5.1081 2.7974 0.0 0.0 0.0
H -1.2205 1.6154 4.0718 -0.1 0.0 0.0
H 1.7881 1.4103 4.5447 0.0 0.0 0.1
```
Forces are in eV/Å.